1.
Density functional theory data (the ωB97M-V functional and the def2-TZVPD basis) for a single C24H34ClFN4O4S molecule in a non-equilibrium geometry.

Geometry as XYZ:
```
69
Properties=species:S:1:pos:R:3:mulliken_charge:R:1
C 0.72 -4.71 0.65 -1.0351
C 0.42 -3.64 1.65 0.4032
N 0.86 -3.81 2.82 -0.8266
C -0.44 -2.44 1.25 -1.0208
C 0.23 -1.42 0.37 0.5790
C 0.44 -1.71 -1.02 0.4119
O -0.11 -2.88 -1.51 -0.5051
C -1.31 -2.68 -2.27 -0.9691
C -2.45 -2.02 -1.53 0.0865
N -3.51 -1.61 -2.48 -0.4664
C -4.44 -0.68 -1.80 -0.8909
C -3.99 0.77 -1.92 0.7278
C -3.92 1.47 -0.58 -1.6632
O -4.94 1.46 -2.76 -0.5504
C 1.15 -0.87 -1.85 -0.2195
C 1.45 -1.28 -3.27 -0.0367
C 2.92 -1.65 -3.48 -1.6249
F 1.08 -0.27 -4.16 -0.3838
C 1.63 0.36 -1.35 1.2691
N 2.34 1.19 -2.17 -0.5977
C 2.74 2.30 -1.64 0.2238
Cl 3.65 3.38 -2.66 -0.2126
C 2.47 2.69 -0.30 -0.0634
C 2.90 3.98 0.34 -1.0169
C 1.67 4.78 0.78 -0.5412
C 1.44 4.64 2.25 0.4905
O 2.30 4.71 3.06 -0.5204
O 0.15 4.45 2.64 -0.5447
N 1.79 1.90 0.48 -0.1581
C 1.36 0.70 -0.02 -0.0138
C 0.66 -0.19 0.85 0.8622
C 0.44 0.31 2.26 -0.8800
C 1.52 -0.13 3.25 0.0044
C 1.62 0.79 4.48 -0.9311
S 0.02 1.27 5.21 -0.2463
H 1.47 -4.35 -0.06 0.1624
H -0.18 -4.98 0.11 0.2025
H 1.13 -5.57 1.17 0.4525
H 0.57 -3.04 3.42 0.2708
H -1.33 -2.84 0.77 -0.0071
H -0.79 -2.00 2.18 0.7385
H -1.14 -2.11 -3.19 0.2536
H -1.63 -3.68 -2.57 0.4784
H -2.88 -2.73 -0.81 0.3388
H -2.14 -1.14 -0.98 -0.0482
H -4.06 -2.44 -2.65 0.2973
H -4.49 -0.93 -0.73 0.3179
H -5.44 -0.80 -2.18 0.4765
H -3.01 0.83 -2.39 0.1351
H -4.87 1.43 -0.04 0.4155
H -3.13 1.07 0.06 0.3127
H -3.68 2.52 -0.74 0.4867
H -5.18 2.27 -2.31 0.3420
H 0.85 -2.13 -3.55 0.3959
H 3.34 -1.01 -4.25 0.3912
H 3.46 -1.56 -2.55 0.3314
H 2.99 -2.67 -3.85 0.4234
H 3.42 3.69 1.24 0.3296
H 3.60 4.55 -0.25 0.6622
H 1.81 5.83 0.54 0.3241
H 0.76 4.43 0.29 0.4494
H -0.18 3.68 2.16 0.3188
H 0.38 1.39 2.24 -0.3490
H -0.54 -0.02 2.59 0.7301
H 1.24 -1.11 3.63 -0.1236
H 2.48 -0.17 2.76 0.4115
H 2.10 0.23 5.27 0.4863
H 2.21 1.67 4.27 0.3334
H -0.05 2.56 4.86 0.1199
```

Output
* SMILES: [H]/N=C(/C)Cc1c(OCCNC[C@H](C)O)c([C@H](C)F)c2nc(Cl)c(CCC(=O)O)nc2c1CCCS
* HOMO energy: -9.0 eV
* orbital gap: 8.19 eV



2.
Density functional theory data (the ωB97M-V functional and the def2-TZVPD basis) for a molecular structure, C24H34CoNO5P2 in a non-equilibrium geometry.

Geometry as XYZ:
```
67
Properties=species:S:1:pos:R:3:mulliken_charge:R:1
C -0.53 3.58 -2.41 -1.1886
C -0.66 2.23 -1.97 0.7232
N 0.38 1.70 -1.18 0.3358
C 1.25 2.52 -0.58 0.7501
C 1.16 3.90 -0.75 -0.9088
C 0.30 4.43 -1.72 -0.3320
C -1.76 1.40 -2.23 -1.2908
P -1.61 -0.34 -1.66 1.4450
Co 0.41 -0.25 -0.82 -1.3007
P 2.39 0.09 0.03 1.0080
C 2.17 1.87 0.43 -1.1476
C 0.43 -2.23 -0.63 1.2439
C -0.64 -2.73 0.11 0.1644
C -0.70 -4.11 0.38 -0.9698
C 0.34 -4.94 -0.04 -0.5886
C 1.45 -4.41 -0.71 -0.6706
C 1.49 -3.04 -1.02 0.0157
O -0.21 0.47 -5.86 -0.6028
O 1.81 -2.20 -4.39 -0.6370
H -1.20 3.92 -3.21 0.4335
H 1.74 4.52 -0.10 0.4727
H 0.27 5.52 -1.89 0.3822
C -2.99 -0.04 -0.49 -1.5007
C -2.19 -1.66 -2.79 -1.1738
H 3.13 2.39 0.53 0.6017
H 1.65 1.92 1.41 0.2352
H -0.98 0.94 -5.51 0.2972
H -2.61 1.81 -2.80 0.3421
C 2.72 -0.86 1.51 -1.1218
C 3.91 0.11 -0.97 -1.4371
H -1.40 -2.05 0.49 0.1698
H -1.58 -4.49 0.91 0.3729
H 0.29 -6.01 0.18 0.3561
H 2.28 -5.06 -0.99 0.3803
H 2.33 -2.62 -1.58 0.2833
H 0.81 -0.50 -2.12 0.0070
H 0.89 -2.54 -4.08 0.3370
H 1.57 -1.25 -4.61 0.3102
H 0.43 1.15 -6.10 0.3066
H 1.67 -0.46 -1.93 -0.0208
H -3.81 0.24 -1.16 0.5234
H -3.23 -0.88 0.16 0.4019
H -2.68 0.83 0.10 0.3171
H -3.07 -1.26 -3.32 0.4718
H -1.40 -1.93 -3.52 0.1889
H -2.45 -2.56 -2.21 0.2993
H 4.68 0.65 -0.40 0.4752
H 4.28 -0.91 -1.18 0.3496
H 3.77 0.62 -1.93 0.3379
H 3.64 -0.49 2.01 0.4126
H 1.85 -0.82 2.19 0.1529
H 2.86 -1.92 1.22 0.2503
O -1.79 2.71 2.88 -0.6139
C -1.75 1.93 3.97 0.3916
C -2.19 2.47 5.20 -0.5708
C -2.12 1.70 6.35 -0.4272
C -1.62 0.39 6.29 -0.4500
C -1.20 -0.16 5.07 -0.3827
C -1.26 0.59 3.90 0.1498
C -0.76 0.05 2.59 0.7259
O -0.36 -1.12 2.52 -0.7352
O -0.80 0.88 1.58 -0.5332
H -1.40 2.07 2.13 0.4298
H -2.58 3.48 5.21 0.4634
H -2.45 2.13 7.30 0.3762
H -1.56 -0.23 7.19 0.4175
H -0.81 -1.18 5.04 0.4956
```

Output
* <S²>: 6.14
* HOMO energy (spin up / spin down): -3.1 / -6.6 eV
* orbital gap (spin up / spin down): 2.40 / 2.88 eV
* ΔE to the lowest compared entry with this formula, charge and spin: 387.5 kJ/mol
* multiplicity: 5



3.
Density functional theory data (the ωB97M-V functional and the def2-TZVPD basis) for a molecular structure, C24H34FN6O2V in a non-equilibrium geometry.

Geometry as XYZ:
```
68
Properties=species:S:1:pos:R:3:mulliken_charge:R:1
V 0.59 -0.13 -0.32 -0.5444
C 1.69 3.96 -0.41 -2.0468
C 1.04 2.62 -0.49 0.3241
N 1.68 1.48 -0.23 0.8136
C 3.08 1.42 0.17 -0.9854
C 3.58 -0.02 -0.03 -1.0189
N 2.55 -1.07 0.26 -0.1397
C 2.51 -1.56 1.65 -0.8833
C 1.72 -0.59 2.53 -0.7750
N 0.42 -0.24 1.92 -0.0580
C -0.71 -1.14 2.28 -0.8700
C -1.09 -2.07 1.12 -0.7270
N -1.13 -1.19 -0.05 -0.1246
C -2.22 -0.62 -0.45 -0.0878
C -3.60 -0.98 -0.04 -2.0185
C -1.97 0.61 -1.34 2.3269
C -3.02 1.69 -1.23 -1.3578
C -2.65 3.00 -1.23 -0.7631
C -1.28 3.42 -1.14 -1.4739
C -0.34 2.44 -0.86 1.2690
N -0.68 1.11 -0.85 1.0041
H 2.36 4.03 0.45 0.4160
H 0.95 4.75 -0.33 0.4725
H 2.29 4.15 -1.31 0.2994
H 3.20 1.73 1.21 0.3758
H 3.71 2.09 -0.42 0.6161
H 4.48 -0.18 0.57 0.4124
H 3.86 -0.15 -1.07 0.3559
H 2.71 -1.85 -0.36 0.3251
H 3.51 -1.70 2.07 0.4451
H 2.02 -2.53 1.64 0.4177
H 2.29 0.33 2.66 0.3259
H 1.59 -1.03 3.52 0.5065
H 0.19 0.70 2.22 0.2943
H -1.58 -0.51 2.49 0.4511
H -0.49 -1.72 3.18 0.4200
H -2.03 -2.57 1.35 0.4239
H -0.33 -2.83 0.96 0.3063
H -3.69 -2.00 0.33 0.5491
H -4.27 -0.86 -0.89 0.3760
H -3.94 -0.29 0.73 0.3395
H -4.07 1.42 -1.28 0.4188
H -3.42 3.76 -1.27 0.4648
H -1.02 4.46 -1.16 0.4114
N 2.78 0.04 -5.30 -0.5671
C 2.38 -0.90 -4.26 -0.3537
C 1.64 -0.16 -3.17 0.5024
O 1.45 1.10 -3.38 -0.5171
O 1.25 -0.75 -2.17 -0.5518
H 2.42 -0.20 -6.21 0.2178
H 3.78 0.15 -5.37 0.2150
H 1.88 1.27 -4.26 0.5249
H 3.22 -1.42 -3.81 0.2959
H 1.70 -1.66 -4.64 0.3267
F -6.65 -1.22 -5.35 -0.3266
C -5.50 -0.89 -4.75 0.3240
C -4.79 -1.87 -4.08 -0.8754
C -3.60 -1.52 -3.47 -0.0992
C -3.11 -0.21 -3.52 -0.0155
C -1.82 0.15 -2.83 -1.2089
C -3.85 0.74 -4.21 -0.1108
C -5.05 0.41 -4.83 -0.8130
H -5.18 -2.88 -4.05 0.4496
H -3.03 -2.29 -2.95 0.4346
H -1.34 0.99 -3.33 0.6268
H -1.14 -0.71 -2.86 0.3809
H -3.49 1.76 -4.26 0.4065
H -5.63 1.15 -5.37 0.4468
```

Output
* <S²>: 3.89
* HOMO energy (spin up / spin down): -7.9 / -9.1 eV
* net charge: +1
* orbital gap (spin up / spin down): 5.72 / 6.91 eV
* ΔE to the lowest compared entry with this formula, charge and spin: 82.4 kJ/mol
* multiplicity: 4



4.
Density functional theory data (the ωB97M-V functional and the def2-TZVPD basis) for a single C24H34N2O3 molecule.

Geometry as XYZ:
```
63
Properties=species:S:1:pos:R:3:mulliken_charge:R:1
C 2.34 0.83 4.56 -1.2907
C 1.33 1.91 4.19 -0.2589
O 0.20 1.25 3.63 -0.5179
C -0.70 1.94 2.87 0.4867
C -1.47 1.14 2.03 0.4489
C -2.38 1.66 1.13 0.1452
C -2.55 3.04 1.10 -1.6174
C -1.85 3.85 1.97 -0.3878
C -0.92 3.33 2.86 0.7677
O -0.21 4.10 3.75 -0.3831
C -0.39 5.49 3.73 -1.0090
H -1.43 5.77 3.97 0.3625
H 0.27 5.89 4.50 0.2624
H -0.12 5.92 2.76 0.3813
H -2.02 4.91 1.93 0.4155
H -3.24 3.48 0.40 0.3625
C -3.11 0.74 0.19 -1.2229
N -2.28 -0.38 -0.21 0.4638
C -3.02 -1.38 -0.94 -0.5927
C -2.11 -2.59 -1.20 -1.2208
N -0.89 -2.25 -1.91 0.3862
C -1.03 -2.10 -3.34 -0.6291
H -0.87 -1.07 -3.67 0.2473
C -0.01 -3.01 -4.07 -1.5411
C 1.40 -2.62 -3.70 0.4479
C 2.08 -3.30 -2.70 -0.1632
C 3.35 -2.90 -2.32 -0.6852
C 3.96 -1.83 -2.95 -0.3730
C 3.29 -1.15 -3.95 -0.6343
C 2.02 -1.55 -4.33 -0.0725
H 1.50 -1.01 -5.11 0.4072
H 3.76 -0.31 -4.44 0.3881
H 4.95 -1.52 -2.65 0.4099
H 3.87 -3.44 -1.54 0.3892
H 1.60 -4.14 -2.21 0.3090
H -0.16 -2.91 -5.14 0.5231
H -0.20 -4.04 -3.77 0.3395
H -2.03 -2.40 -3.66 0.5590
C -0.19 -1.15 -1.25 0.3855
C -1.12 0.04 -0.99 -1.6120
H -1.45 0.47 -1.96 0.2253
H -0.58 0.81 -0.44 0.7744
C 0.46 -1.65 0.05 -1.1593
H -0.26 -1.59 0.86 0.1542
H 0.73 -2.70 -0.10 0.6344
C 1.73 -0.89 0.43 -0.8738
O 1.52 0.44 0.82 -0.5129
H 0.96 0.45 1.61 0.2663
H 2.24 -1.44 1.23 0.2492
H 2.40 -0.84 -0.43 0.3890
H 0.61 -0.82 -1.92 0.5162
H -1.82 -3.01 -0.23 0.3590
H -2.65 -3.35 -1.76 0.6149
H -3.39 -0.98 -1.91 0.3300
H -3.88 -1.69 -0.35 0.4731
H -3.48 1.32 -0.68 0.3823
H -3.98 0.33 0.71 0.3509
H -1.33 0.07 2.08 0.4941
H 1.03 2.48 5.08 0.3779
H 1.76 2.60 3.46 0.3160
H 1.88 0.11 5.23 0.3178
H 2.67 0.31 3.67 0.2366
H 3.19 1.29 5.05 0.4077
```

Output
* SMILES: CCOc1cc(CN2CCN(CCc3ccccc3)[C@H](CCO)C2)ccc1OC
* HOMO energy: -7.9 eV
* orbital gap: 8.73 eV
* ΔE to the lowest compared entry with this formula, charge and spin: 316.0 kJ/mol



5.
Density functional theory data (the ωB97M-V functional and the def2-TZVPD basis) for a molecular structure, C24H34N4O3PRu in a non-equilibrium geometry.

Geometry as XYZ:
```
67
Properties=species:S:1:pos:R:3:mulliken_charge:R:1
Ru -0.83 0.43 0.42 -0.8126
C -2.11 -0.25 2.88 -1.1229
N -2.43 0.61 1.74 -0.0555
C -3.47 0.14 0.84 -0.8656
C -3.08 -1.11 0.06 0.8313
C -4.00 -2.14 -0.12 -1.1128
C -3.63 -3.26 -0.87 -0.4708
C -2.35 -3.32 -1.40 -1.4568
C -1.50 -2.25 -1.18 -0.8931
N -1.84 -1.15 -0.48 0.8142
C -2.35 2.04 1.95 -0.8284
C -0.93 2.53 2.20 0.8907
C -0.68 3.49 3.18 -1.1374
C 0.62 3.95 3.37 -0.3838
C 1.64 3.43 2.57 -1.1415
C 1.31 2.49 1.62 -0.2335
N 0.05 2.05 1.41 0.5042
C -0.78 -1.01 2.81 0.6161
C -0.45 -1.85 3.87 -1.1489
C 0.75 -2.55 3.84 -0.5135
C 1.60 -2.40 2.74 -0.8824
C 1.20 -1.55 1.73 -0.0038
N 0.04 -0.86 1.74 0.9644
H -2.90 -0.99 3.02 0.5955
H -2.10 0.34 3.80 0.5814
H -3.69 0.89 0.08 0.2684
H -4.40 -0.02 1.39 0.5407
H -5.00 -2.08 0.30 0.5158
H -4.33 -4.07 -1.02 0.4718
H -2.02 -4.17 -1.98 0.5830
H -0.48 -2.24 -1.57 1.5208
H -3.01 2.33 2.78 0.5379
H -2.69 2.59 1.07 0.2800
H -1.49 3.89 3.80 0.5159
H 0.84 4.69 4.13 0.4652
H 2.66 3.76 2.69 0.4911
H 2.06 2.05 0.97 0.6776
H -1.12 -1.96 4.72 0.5805
H 1.03 -3.21 4.66 0.4758
H 2.54 -2.93 2.68 0.5347
H 1.81 -1.39 0.85 0.1398
C 3.80 -1.90 -2.38 -1.2025
C 3.44 -0.69 -1.54 0.0132
O 2.42 0.04 -2.20 -0.1534
P 1.11 0.20 -1.13 0.8111
O 0.69 1.74 -1.79 -0.0952
C 1.77 2.63 -1.82 -0.2289
C 2.15 2.91 -3.27 -1.2696
O 0.39 -1.18 -1.84 0.3825
C -0.22 -0.84 -3.08 -0.4559
C 0.65 -1.27 -4.26 -1.1923
H 4.58 -2.49 -1.86 0.4733
H 4.17 -1.57 -3.37 0.3006
H 2.90 -2.54 -2.52 0.2015
H 4.32 -0.03 -1.41 0.3948
H 3.17 -1.08 -0.52 0.0647
H 2.67 2.28 -1.26 0.3186
H 1.46 3.58 -1.33 0.4322
H 2.44 1.97 -3.79 0.2376
H 3.00 3.62 -3.31 0.4199
H 1.29 3.35 -3.81 0.3720
H -0.48 0.23 -3.19 0.3369
H -1.19 -1.38 -3.14 0.5832
H 1.63 -0.75 -4.27 0.1819
H 0.14 -0.99 -5.21 0.4233
H 0.83 -2.36 -4.24 0.3176
H -1.63 1.59 -0.74 -0.0003
```

Output
* <S²>: 6.04
* HOMO energy (spin up / spin down): -17.2 / -18.4 eV
* net charge: +3
* orbital gap (spin up / spin down): 8.06 / 5.06 eV
* multiplicity: 5



6.
Density functional theory data (the ωB97M-V functional and the def2-TZVPD basis) for a molecular structure, C24H34N5O4S2Ti.

Geometry as XYZ:
```
70
Properties=species:S:1:pos:R:3:mulliken_charge:R:1
Ti 0.86 -0.56 0.25 -0.0069
C -2.02 -2.04 -1.15 -2.5242
C -0.82 -2.22 -0.26 1.7467
C 0.42 -2.67 -0.79 1.1491
C 0.52 -2.99 -2.27 -2.0292
C 1.51 -2.93 0.07 1.0468
C 2.77 -3.54 -0.50 -2.1781
C 1.40 -2.65 1.44 0.9388
C 2.57 -2.92 2.35 -2.4187
C 0.17 -2.16 1.97 1.5211
C 0.04 -1.98 3.46 -2.2709
C -0.94 -1.96 1.12 1.1640
C -2.25 -1.51 1.71 -2.2131
H -2.80 -2.75 -0.88 0.4835
H -1.79 -2.20 -2.20 0.4682
H -2.44 -1.04 -1.06 0.4423
H -0.07 -3.88 -2.50 0.3598
H 1.55 -3.18 -2.57 0.3920
H 0.14 -2.18 -2.88 0.1153
H 3.18 -2.94 -1.31 0.3605
H 2.56 -4.53 -0.89 0.4454
H 3.55 -3.64 0.25 0.4676
H 2.75 -3.99 2.44 0.4640
H 2.41 -2.53 3.35 0.3932
H 3.48 -2.46 1.97 0.4823
H 0.09 -2.95 3.95 0.3918
H -0.90 -1.51 3.73 0.4462
H 0.85 -1.36 3.85 0.2725
H -2.13 -0.58 2.27 0.1744
H -2.64 -2.26 2.40 0.4285
H -3.01 -1.34 0.95 0.4686
N 2.87 2.46 -0.56 -0.2632
C 2.72 1.62 -1.57 0.6375
N 2.48 2.12 -2.79 -0.3355
S 2.84 -0.09 -1.38 -0.4226
H 2.95 3.45 -0.70 0.2168
H 3.01 2.07 0.36 0.0395
H 2.41 3.11 -2.96 0.2031
H 2.39 1.49 -3.56 0.2213
S 2.17 0.64 2.16 -0.7267
C 0.98 1.71 2.86 0.6585
N 0.78 1.63 4.18 -0.0940
C -0.15 2.49 4.92 -0.6907
C -1.26 2.93 3.98 -0.5555
C -0.66 3.54 2.73 -0.5515
N 0.33 2.62 2.16 0.0388
H 1.37 0.99 4.68 0.2851
H 0.39 3.36 5.31 0.3143
H -0.53 1.92 5.76 0.4072
H -1.90 3.65 4.48 0.3810
H -1.88 2.07 3.71 0.1807
H -0.18 4.49 2.95 0.3407
H -1.41 3.69 1.96 0.3115
H 0.35 2.53 1.15 -0.0467
O -1.25 2.95 -0.41 -0.7221
C -0.89 1.92 -0.98 -0.2230
O -0.09 1.06 -0.44 0.2439
C -1.36 1.60 -2.37 -0.1395
C -0.71 0.64 -3.14 0.4392
C -1.16 0.35 -4.42 -0.7735
C -2.27 1.03 -4.89 -0.1999
C -2.93 1.99 -4.15 -0.6194
C -2.46 2.28 -2.88 -0.5344
N -2.77 0.71 -6.25 1.0160
O -3.74 1.31 -6.65 -0.6051
O -2.18 -0.16 -6.87 -0.6006
H 0.16 0.14 -2.74 0.6136
H -0.68 -0.38 -5.05 0.5296
H -3.79 2.49 -4.57 0.5283
H -2.94 3.03 -2.27 0.5159
```

Output
* <S²>: 2.01
* HOMO energy (spin up / spin down): -9.9 / -11.6 eV
* net charge: +1
* orbital gap (spin up / spin down): 7.19 / 8.92 eV
* ΔE to the lowest compared entry with this formula, charge and spin: 0.0 kJ/mol
* multiplicity: 3



7.
Density functional theory data (the ωB97M-V functional and the def2-TZVPD basis) for a single C24H34NO6P molecule in a non-equilibrium geometry.

Geometry as XYZ:
```
66
Properties=species:S:1:pos:R:3:mulliken_charge:R:1
C 1.25 -1.34 1.71 -0.0142
C 0.28 -2.33 1.72 0.5084
C 0.17 -3.23 0.64 0.9933
C 1.06 -3.12 -0.43 0.5280
C 2.02 -2.10 -0.42 -0.9672
C 2.10 -1.21 0.62 -1.0403
C 2.96 0.02 0.49 0.0500
H 1.34 -0.63 2.51 0.6002
O -0.63 -2.48 2.73 -0.4850
C -0.55 -1.61 3.83 -1.0191
H -0.70 -0.57 3.54 0.2984
H 0.41 -1.71 4.35 0.4200
H -1.35 -1.92 4.51 0.2866
O -0.87 -4.16 0.63 -0.2293
C -0.79 -5.16 1.62 -0.9422
H -0.89 -4.75 2.63 0.2258
H 0.15 -5.72 1.55 0.3144
H -1.62 -5.84 1.43 0.2865
O 1.10 -3.89 -1.54 -0.4549
C 0.18 -4.94 -1.75 -0.7564
H -0.85 -4.58 -1.72 0.2268
H 0.41 -5.32 -2.75 0.3045
H 0.30 -5.75 -1.03 0.2687
H 2.67 -2.02 -1.28 0.3945
O 3.11 0.70 1.70 -0.6526
H 3.94 -0.25 0.05 0.5204
H 3.27 1.62 1.48 0.3589
P 2.08 1.00 -0.85 0.8746
O 2.59 0.69 -2.19 -0.8914
O 2.47 2.48 -0.29 -0.3077
C 2.09 3.72 -0.87 -0.3354
C 1.77 3.61 -2.36 -0.3930
C 1.41 4.98 -2.92 -0.9172
C 0.22 5.58 -2.17 -0.5633
C 0.54 5.68 -0.68 -0.9342
C 0.89 4.30 -0.12 -0.2680
H 1.12 4.37 0.94 0.3650
H 0.04 3.63 -0.25 0.0771
H -0.32 6.08 -0.14 0.3742
H 1.38 6.36 -0.53 0.3861
H -0.01 6.57 -2.57 0.3358
H -0.66 4.95 -2.31 0.3190
H 1.16 4.88 -3.98 0.3718
H 2.27 5.64 -2.84 0.3687
H 0.93 2.92 -2.47 0.2299
H 2.62 3.19 -2.88 0.3845
H 2.96 4.38 -0.73 0.3733
C 0.32 0.70 -0.59 0.7702
C -0.33 1.04 0.59 -0.8823
C -1.57 0.51 0.88 -0.8939
C -2.18 -0.43 0.04 1.1239
N -3.37 -1.03 0.36 0.0120
C -3.93 -0.84 1.67 -1.0511
H -4.08 0.22 1.87 0.3566
H -4.91 -1.32 1.71 0.3562
H -3.30 -1.27 2.46 0.2864
C -3.72 -2.27 -0.31 -1.0145
H -4.62 -2.68 0.14 0.3479
H -3.93 -2.09 -1.37 0.3408
H -2.91 -3.01 -0.23 0.2334
C -1.52 -0.73 -1.17 -0.4763
C -0.30 -0.18 -1.47 -1.1005
H 0.21 -0.44 -2.38 0.5272
H -1.96 -1.42 -1.87 0.2996
H -2.05 0.81 1.80 0.3264
H 0.14 1.71 1.29 0.5641
```

Output
* SMILES: COc1cc([C@H](O)[P@](=O)(OC2CCCCC2)c2ccc(N(C)C)cc2)cc(OC)c1OC
* HOMO energy: -7.7 eV
* orbital gap: 8.37 eV
* ΔE to the lowest compared entry with this formula, charge and spin: 19.5 kJ/mol